{
  "formula": "C3H10N2O",
  "method": "ωB97M-V/def2-TZVPD",
  "species": ["N", "C", "O", "H", "H", "H", "C", "N", "C", "H", "H", "H", "H", "H", "H", "H"],
  "positions_angstrom": [[-1.76043, 2.04974, -0.48480], [-1.38936, 1.36472, -1.54720], [-0.99678, 1.80402, -2.61421], [-2.00689, 1.44149, 0.23028], [-1.44510, 2.97338, -0.47617], [-1.46912, 0.19887, -1.55328], [0.24133, -2.06116, 0.29182], [1.15074, -0.89572, -0.06668], [1.72683, -0.09052, 1.09533], [0.83617, -2.67051, 0.97681], [-0.64322, -1.67718, 0.82542], [-0.21580, -2.46985, -0.62447], [0.53079, -0.24552, -0.58952], [0.84661, 0.18801, 1.79055], [2.31326, 0.85523, 0.90896], [2.28098, -0.76501, 1.83716]],
  "orbital_gap_ev": 9.6,
  "homo_ha": -0.32685,
  "smiles": "NC=O.CNC"
}